# 1
Entry from the OMol25 dataset: the molecule C6H6O at a distorted geometry (ωB97M-V/def2-TZVPD).

Summary:
**SMILES**: C=C=C1C=COC1
**E_tot**: -307.30202 Ha
**ΔE to the lowest compared entry with this formula, charge and spin**: 423.77 kJ/mol
**LUMO energy**: 0.43 eV
**Max |F|**: 1.987 eV/A
**HOMO energy**: -0.3001 hartree

Each atom is followed by the atoms it is bonded to, with distances in Å.
Positions of all 13 atoms, in Å:
1 C 1.63523 0.05533 1.34029  C2 1.309, H8 1.098, H10 1.155
2 C 1.53400 -0.24972 0.07141  C1 1.309, C3 1.314
3 C 0.51044 -0.17292 -0.74887  C2 1.314, C4 1.462, C7 1.511
4 C -0.17455 1.11796 -0.71098  C3 1.462, C5 1.335, H9 1.082
5 C -1.34543 0.77348 -0.16927  C4 1.335, O6 1.359, H11 1.068
6 O -1.68626 -0.54061 -0.22420  C5 1.359, C7 1.435
7 C -0.55605 -1.24362 -0.76006  C3 1.511, O6 1.435, H12 1.088, H13 1.096
8 H 2.53652 0.00307 1.96535  C1 1.098
9 H 0.27650 2.09715 -0.62142  C4 1.082
10 H 0.58329 0.43437 1.63147  C1 1.155
11 H -2.13240 1.44197 0.10473  C5 1.068
12 H -0.81129 -1.60118 -1.75584  C7 1.088
13 H -0.37001 -2.11528 -0.12261  C7 1.096



# 2
Entry from the OMol25 dataset: a cluster of 10 separate species, H20O10 in total at a distorted geometry (ωB97M-V/def2-TZVPD).

Summary:
**SMILES**: O.O.O.O.O.O.O.O.O.O
**E_tot**: -764.38401 Ha
**ΔE to the lowest compared entry with this formula, charge and spin**: 257.07 kJ/mol
**LUMO energy**: -0.03 eV
**Max |F|**: 2.442 eV/A
**HOMO energy**: -0.3679 hartree

Each atom is followed by the atoms it is bonded to, with distances in Å.
Positions of all 30 atoms, in Å:
1 O 1.30677 2.43070 3.81470  H2 0.976, H3 1.004
2 H 0.41277 2.09670 4.01970  O1 0.976
3 H 1.50677 1.86970 3.00670  O1 1.004
4 O 1.29177 -2.92830 -0.06730  H5 0.979, H6 0.968
5 H 1.00077 -3.86030 -0.13930  O4 0.979
6 H 0.60277 -2.48430 0.44770  O4 0.968
7 O -3.13823 0.78470 0.11270  H8 0.938, H9 0.969
8 H -3.93123 0.53770 -0.32230  O7 0.938
9 H -2.38923 0.62770 -0.48230  O7 0.969
10 O -1.20023 0.76370 -1.84330  H11 0.953, H12 0.999
11 H -0.76623 1.57470 -2.09130  O10 0.953
12 H -1.76423 0.46370 -2.61130  O10 0.999
13 O 0.05477 -0.28930 0.57270  H14 0.955, H15 0.979
14 H -0.26823 -0.00030 -0.27830  O13 0.955
15 H 0.80277 0.28070 0.84470  O13 0.979
16 O -1.07023 1.06670 2.56770  H17 0.953, H18 0.932
17 H -0.79423 0.50370 1.84970  O16 0.953
18 H -1.97023 1.23670 2.39770  O16 0.932
19 O -2.08623 -2.20230 -1.52630  H20 0.947, H21 0.935
20 H -2.88823 -2.64730 -1.76330  O19 0.947
21 H -1.95023 -2.44030 -0.63230  O19 0.935
22 O 2.13877 -0.64130 -1.53830  H23 0.965, H24 0.957
23 H 1.71377 -1.12930 -0.82230  O22 0.965
24 H 2.97877 -0.39030 -1.15430  O22 0.957
25 O 2.05577 0.74570 1.76770  H26 0.948, H27 0.949
26 H 2.75677 0.80570 1.13270  O25 0.948
27 H 2.14477 -0.08530 2.21670  O25 0.949
28 O 1.30477 1.48270 -3.05430  H29 0.936, H30 0.980
29 H 1.35477 0.66570 -2.60030  O28 0.936
30 H 0.78977 1.16170 -3.82430  O28 0.980



# 3
Entry from the OMol25 dataset: a cluster of 2 separate species, C3H11N2 in total at a distorted geometry (ωB97M-V/def2-TZVPD).

Summary:
**E_tot**: -229.99080 Ha
**ΔE to the lowest compared entry with this formula, charge and spin**: 502.98 kJ/mol
**LUMO energy (spin up / spin down)**: -4.92 / -4.66 eV
**Max |F|**: 5.680 eV/A
**HOMO energy (spin up / spin down)**: -0.5473 / -0.5178 hartree
**Net charge**: +1

Each atom is followed by the atoms it is bonded to, with distances in Å.
Positions of all 16 atoms, in Å:
1 C 1.16648 0.50337 0.54283  N5 1.498, H6 1.054, H7 1.080, H8 1.158
2 C -0.36809 -1.17206 1.23812  N5 1.481, H9 1.085, H10 1.153, H11 1.117
3 C -1.03973 0.46569 -0.47731  N5 1.420, H12 1.031, H13 1.192
4 N 0.32139 0.55445 -2.37864  H14 1.009, H15 1.046
5 N -0.29318 0.20667 0.70267  C1 1.498, C2 1.481, C3 1.420, H16 1.030
6 H 1.33406 1.53153 0.70145  C1 1.054
7 H 1.79997 -0.06809 1.20446  C1 1.080
8 H 1.47059 0.37615 -0.56682  C1 1.158
9 H -1.37675 -1.31692 1.61070  C2 1.085
10 H 0.11115 -1.95177 0.53747  C2 1.153
11 H 0.28678 -1.08853 2.13891  C2 1.117
12 H -1.70273 -0.29454 -0.69091  C3 1.031
13 H -1.38622 1.60193 -0.37594  C3 1.192
14 H 0.65883 1.50448 -2.42380  N4 1.009
15 H -0.43279 0.47931 -3.09934  N4 1.046
16 H -0.47854 0.80267 1.52187  N5 1.030